# 1
38
Properties=species:S:1:pos:R:3:forces:R:3:mulliken_charge:R:1 method="wB97M-V/def2-TZVPD" de_lowest_kcal_mol=3.05 lumo_ev=-3.44 gap_ev=9.56 e_tot_ha=-1044.54101 homo_energy_ev=-13.00 total_charge=+1
C 1.941 -3.878 -0.427 0.3 -0.9 -0.5 -0.903
C 2.264 -3.406 -1.951 -0.1 0.2 0.8 -0.691
C 1.537 -1.969 -2.235 -0.5 -0.7 0.0 0.594
C -0.031 -2.206 -1.862 0.7 0.7 1.2 -1.150
C 2.257 -0.866 -1.328 4.0 0.2 -0.1 0.023
C 3.800 -0.786 -1.235 -4.7 0.8 0.6 -0.625
N 4.116 0.302 -0.309 -5.4 -2.1 -1.9 -0.059
C 2.842 0.829 0.093 0.8 0.1 -0.2 -0.133
N 1.695 0.196 -0.495 6.5 -1.6 -0.6 0.319
N 0.369 0.500 -0.275 -0.2 0.3 0.2 -0.738
H 2.698 -4.703 -0.155 -1.3 1.3 -0.3 0.353
H 2.056 -3.037 0.338 -0.1 -1.1 -1.2 0.209
H 0.888 -4.341 -0.332 1.7 0.8 -0.1 0.269
H 1.902 -4.199 -2.711 0.4 1.4 1.2 0.382
H 3.401 -3.355 -2.049 -1.6 0.1 0.0 0.314
H 1.606 -1.687 -3.357 0.1 -0.3 2.0 0.363
H -0.315 -3.304 -2.007 0.3 1.8 -0.2 0.343
H -0.734 -1.470 -2.386 1.0 -1.3 0.6 0.259
H -0.102 -2.014 -0.721 -0.2 -0.5 -1.9 0.250
H 4.480 -1.500 -1.809 -0.8 1.6 1.3 0.319
H 5.076 0.558 -0.037 -1.1 0.2 0.1 0.261
H 2.823 1.703 0.819 -0.4 -1.4 -1.2 0.416
H -0.045 -0.098 0.459 0.4 0.4 -0.7 0.323
H -0.161 0.442 -1.160 0.6 0.0 0.8 0.340
C -2.819 4.606 2.621 0.3 -0.2 0.0 -1.113
C -4.027 3.839 2.121 -0.2 0.8 0.6 -0.183
O -3.632 2.800 1.210 0.4 -1.4 -0.2 -0.314
C -3.145 1.674 1.772 -0.7 1.8 1.3 0.225
O -3.026 1.506 2.958 0.2 -0.5 -1.1 -0.497
C -2.809 0.643 0.700 -0.2 -1.2 -1.3 1.047
F -2.109 1.173 -0.332 -0.4 0.1 0.5 -0.291
F -3.917 0.094 0.164 0.4 0.5 0.5 -0.257
F -2.067 -0.383 1.173 -0.2 0.6 0.2 -0.291
H -2.235 4.993 1.781 -0.2 0.1 0.0 0.303
H -3.127 5.442 3.253 0.0 -0.1 -0.1 0.375
H -2.153 3.964 3.201 -0.1 0.0 0.1 0.318
H -4.683 4.511 1.565 0.1 -0.3 -0.2 0.325
H -4.614 3.426 2.946 0.2 -0.2 -0.1 0.317

# 2
38
Properties=species:S:1:pos:R:3:forces:R:3:mulliken_charge:R:1 method="wB97M-V/def2-TZVPD" lumo_ev=-3.84 gap_ev=6.27 e_tot_ha=-1093.89370 homo_energy_ev=-10.11 total_charge=+1
F -0.006 -1.901 -1.501 0.0 -0.1 0.2 -0.259
C 0.409 -1.320 -2.621 -0.2 -0.1 -0.1 0.788
F 1.587 -1.782 -2.952 0.3 -0.1 -0.2 -0.227
F 0.466 -0.009 -2.438 0.0 0.3 0.0 -0.216
C -0.619 -1.635 -3.749 -0.1 -0.1 -0.1 0.570
F -0.481 -2.906 -4.141 0.0 0.3 0.1 -0.284
F -0.445 -0.817 -4.781 0.1 -0.1 0.1 -0.244
N -1.992 -1.477 -3.257 0.1 -0.3 0.0 0.108
C -2.532 -0.347 -2.677 -0.7 0.0 0.1 -0.232
C -3.828 -0.651 -2.382 0.8 0.6 -0.1 -0.458
N -4.029 -1.946 -2.784 0.1 -0.1 0.0 -0.006
C -2.912 -2.440 -3.301 -0.4 0.1 0.0 -0.118
H -1.979 0.562 -2.531 0.1 0.0 0.0 0.494
H -4.568 -0.017 -1.930 -0.2 -0.2 0.0 0.411
H -4.894 -2.459 -2.703 0.0 -0.1 0.0 0.234
H -2.800 -3.436 -3.686 0.2 0.0 -0.1 0.454
C 0.891 3.479 2.211 0.0 0.0 0.0 -1.355
C 1.169 2.159 2.914 0.0 0.1 0.0 -0.375
N 0.516 1.026 2.278 -0.1 -0.1 0.0 0.185
C 0.507 -0.175 3.097 0.0 -0.1 0.1 -0.670
C 1.851 -0.828 3.438 0.0 -0.1 0.0 -0.971
C 0.819 0.840 0.875 0.0 0.1 -0.2 -0.645
C 2.285 0.666 0.458 0.0 -0.1 -0.1 -1.078
H -0.182 3.637 2.095 0.0 0.0 0.0 0.323
H 1.294 4.302 2.802 0.0 0.0 0.0 0.431
H 1.358 3.529 1.226 0.0 0.0 0.0 0.262
H 0.783 2.223 3.934 0.0 -0.1 0.0 0.463
H 2.258 2.025 3.004 0.0 0.0 0.0 0.286
H -0.134 -0.914 2.606 0.0 0.0 0.0 0.316
H 0.001 0.079 4.033 0.0 0.1 0.0 0.414
H 2.294 -1.332 2.580 0.0 0.0 0.0 0.213
H 1.705 -1.580 4.215 0.0 0.0 0.0 0.402
H 2.571 -0.103 3.819 0.0 0.0 0.0 0.276
H 0.413 1.697 0.328 0.0 0.0 0.0 0.309
H 0.244 -0.023 0.522 0.0 0.0 0.1 0.227
H 2.937 1.403 0.928 0.0 0.0 0.0 0.345
H 2.377 0.798 -0.623 0.0 0.0 0.0 0.366
H 2.666 -0.326 0.696 0.0 0.0 0.1 0.263

# 3
37
Properties=species:S:1:pos:R:3:forces:R:3:mulliken_charge:R:1 method="wB97M-V/def2-TZVPD" smiles="CC[C@@H](F)[C@H]1NC(=O)C[C@@H]1N.C[C@@H]1COC(=O)O1" lumo_ev=0.75 gap_ev=10.09 e_tot_ha=-940.75258 homo_energy_ev=-9.34 total_charge=0
C 6.099 0.126 -0.450 -0.8 0.1 0.0 -0.960
C 4.877 1.219 -0.634 0.0 -0.3 1.0 -0.411
C 3.569 0.645 0.172 0.2 0.6 -0.7 0.068
F 3.460 1.322 1.504 0.1 -1.2 -2.7 -0.380
C 2.238 0.858 -0.761 -0.2 -1.6 0.5 0.150
N 1.927 -0.534 -1.349 -2.8 1.0 -1.4 -0.448
C 0.433 -0.406 -1.699 -2.0 -0.7 -3.0 0.150
O -0.201 -0.577 -2.861 4.3 0.8 7.0 -0.615
C -0.160 0.068 -0.230 1.4 -0.3 -1.1 -0.202
C 0.875 1.309 0.043 0.0 0.1 0.6 -0.135
N 0.546 2.703 -0.445 0.1 -0.4 -0.8 -0.734
H 5.677 -0.905 -0.872 1.2 2.1 0.9 0.252
H 7.099 0.431 -0.992 -2.1 -0.6 1.1 0.316
H 6.280 0.020 0.709 -0.2 0.1 -2.4 0.262
H 4.551 1.394 -1.750 0.9 -0.4 2.2 0.247
H 5.164 2.250 -0.134 -0.6 -2.1 -1.1 0.281
H 3.656 -0.503 0.394 -0.2 2.3 -0.3 0.293
H 2.319 1.492 -1.743 0.4 -0.4 2.4 0.234
H 2.522 -0.822 -2.159 -0.9 0.7 0.7 0.291
H -1.314 0.214 -0.095 2.5 0.0 -0.6 0.213
H 0.237 -0.791 0.468 -1.1 1.7 -1.2 0.227
H 0.899 1.382 1.218 0.7 -0.1 -2.5 0.253
H 1.275 3.397 -0.146 -0.9 -1.2 -0.1 0.304
H 0.550 2.752 -1.501 -0.1 -0.3 1.6 0.313
C -6.345 -1.040 1.676 -0.2 -0.2 0.2 -1.421
C -4.906 -0.860 1.233 -1.3 0.3 0.2 0.577
C -4.600 -1.448 -0.112 -0.4 0.3 -0.8 -0.552
O -3.205 -1.679 -0.026 0.6 -0.2 0.9 -0.283
C -2.932 -1.889 1.300 1.9 -0.9 0.8 0.635
O -1.869 -2.300 1.729 -2.2 0.9 -0.9 -0.548
O -4.017 -1.577 2.074 1.1 -0.4 -0.4 -0.354
H -6.746 -2.007 1.356 0.1 0.1 0.0 0.327
H -6.423 -1.010 2.768 0.1 0.2 -0.2 0.357
H -6.982 -0.256 1.255 0.1 -0.1 0.1 0.372
H -4.629 0.201 1.286 0.0 -0.1 -0.1 0.277
H -4.832 -0.768 -0.935 0.2 -0.1 0.1 0.306
H -5.094 -2.410 -0.291 -0.1 0.1 0.2 0.336

# 4
34
Properties=species:S:1:pos:R:3:forces:R:3:mulliken_charge:R:1 method="wB97M-V/def2-TZVPD" de_lowest_kcal_mol=110.99 smiles="CCC(CC)=N[P@](N)(=O)[C@H]1C=CC=CC1" lumo_ev=0.42 gap_ev=8.49 e_tot_ha=-956.54913 homo_energy_ev=-8.07 total_charge=0
C 0.906 3.381 -1.646 1.7 2.0 1.1 -1.277
C 1.773 2.664 -0.615 -0.6 0.0 -1.6 -0.705
C 1.296 1.201 -0.637 3.9 2.4 -0.1 0.840
C 1.674 0.502 -1.945 -0.7 2.9 -0.4 -1.057
C 0.324 0.487 -2.688 2.1 -3.0 -0.4 -0.610
N 0.882 0.747 0.449 -1.8 -4.0 0.1 -0.753
P 0.563 -1.402 0.420 -1.4 4.8 1.9 0.796
N 0.955 -1.555 2.053 -0.3 0.0 -0.5 -0.653
O 1.522 -2.084 -0.410 1.0 -1.6 -1.5 -0.766
C -1.364 -1.603 0.227 0.7 -0.2 -1.1 0.045
C -1.549 -2.916 0.967 0.0 -2.1 -1.6 -0.679
C -1.816 -2.945 2.275 0.4 2.1 -2.3 -0.199
C -1.916 -1.697 2.974 -0.9 1.8 0.5 -0.344
C -2.111 -0.522 2.326 0.9 -1.7 -1.8 -0.729
C -2.047 -0.347 0.801 0.1 -1.8 -0.1 -0.369
H 1.017 2.965 -2.598 -0.2 -0.5 -1.4 0.350
H 1.266 4.407 -1.705 0.3 0.2 -0.3 0.413
H -0.074 3.549 -1.307 -1.6 -0.6 0.2 0.322
H 2.823 2.828 -0.932 -0.4 -0.7 0.2 0.304
H 1.626 3.194 0.289 -0.1 -0.1 1.3 0.367
H 2.073 -0.370 -1.565 0.3 -2.5 -0.2 0.662
H 2.479 0.932 -2.638 -1.0 0.2 1.5 0.281
H -0.216 -0.270 -2.076 -0.6 0.8 -1.2 -0.140
H 0.637 0.138 -3.682 -1.0 -0.5 0.0 0.337
H -0.083 1.450 -2.857 -0.8 0.6 0.5 0.421
H 0.628 -0.768 2.603 -0.1 -0.1 -0.1 0.298
H 1.963 -1.526 2.052 0.4 -0.2 0.2 0.339
H -1.703 -1.536 -0.871 1.3 -1.0 1.4 0.522
H -1.299 -3.925 0.421 -0.6 2.2 0.9 0.223
H -1.834 -3.813 2.802 -0.1 -2.5 1.3 0.487
H -1.877 -1.742 4.073 -0.1 0.3 -0.5 0.337
H -2.114 0.414 2.726 -0.3 2.2 2.2 0.388
H -3.052 -0.275 0.297 0.8 0.2 0.7 0.384
H -1.352 0.437 0.416 -1.1 0.2 0.9 0.167

# 5
34
Properties=species:S:1:pos:R:3:forces:R:3:mulliken_charge:R:1 method="wB97M-V/def2-TZVPD" de_lowest_kcal_mol=129.10 lumo_ev=-8.11 gap_ev=8.52 e_tot_ha=-669.25344 homo_energy_ev=-16.63 total_charge=+2
C -2.880 -1.196 1.084 -0.4 2.0 1.4 0.760
C 1.390 -1.069 0.373 2.1 0.3 1.9 -1.730
C 1.437 -0.305 -1.960 1.5 -0.5 1.6 -1.092
C 2.927 0.885 -0.287 -0.6 -2.8 -1.5 -0.891
C 0.869 1.266 1.157 -0.6 -0.2 -2.9 -1.258
C 0.994 2.086 -1.117 -0.9 -3.4 -2.2 -1.291
C 2.324 -0.516 -0.658 -3.8 2.9 -1.8 0.002
C 0.271 -0.091 0.698 -2.0 1.7 2.4 1.332
C 0.301 0.784 -1.635 1.9 -2.0 0.8 0.457
C -0.476 0.110 -0.550 -0.7 -0.1 -0.8 0.002
C -4.218 -1.819 1.232 -0.7 2.9 2.1 -1.182
N -2.660 -0.996 -0.272 1.6 -0.8 2.3 -0.502
N -2.253 -0.595 2.001 1.8 0.3 -1.8 -0.629
N 1.763 1.778 0.068 1.8 1.6 -0.3 0.060
O -1.624 -0.334 -0.894 -0.6 0.6 -1.0 -0.119
H 1.102 -2.031 0.127 -1.4 -1.8 -1.1 0.613
H 2.041 -1.366 1.202 -0.5 0.7 0.9 0.386
H 2.160 -0.011 -2.725 -0.6 0.6 -0.4 0.415
H 1.117 -1.328 -2.246 -0.6 0.9 0.0 0.387
H 3.524 0.603 0.519 1.1 0.8 1.8 0.467
H 3.546 1.081 -1.188 -0.6 1.3 0.8 0.449
H 0.277 2.170 1.353 -0.8 -0.9 0.2 0.409
H 1.531 1.134 1.925 1.3 -0.7 2.4 0.523
H 1.400 2.461 -2.019 2.0 0.5 -0.3 0.433
H 0.282 2.765 -0.927 -2.7 2.5 1.3 0.607
H 2.996 -1.209 -1.004 2.3 -1.5 -0.1 0.582
H -0.560 -0.194 1.523 1.3 -1.2 -1.1 0.446
H -0.109 0.829 -2.598 -1.6 0.9 -0.9 0.469
H -4.471 -2.377 0.377 -1.1 -0.8 -0.7 0.389
H -4.918 -0.892 1.553 1.2 -2.3 -1.3 0.308
H -4.143 -2.371 2.145 -0.4 -1.0 0.3 0.402
H -3.491 -1.276 -0.746 0.3 0.5 -2.3 0.258
H -2.428 -0.665 2.972 -0.9 -0.6 0.7 0.181
H 1.977 2.688 0.515 1.2 -0.3 -0.8 0.357

# 6
36
Properties=species:S:1:pos:R:3:forces:R:3:mulliken_charge:R:1 method="wB97M-V/def2-TZVPD" de_lowest_kcal_mol=0.42 smiles="CCCCCCc1nnc(NC(=O)OCC)s1" lumo_ev=0.71 gap_ev=9.71 e_tot_ha=-1143.50720 homo_energy_ev=-9.01 total_charge=0
C -5.676 -2.825 0.097 0.0 0.1 -0.2 -1.290
C -5.177 -1.593 -0.649 0.0 -0.1 0.3 -0.386
C -4.505 -0.592 0.289 0.0 0.1 -0.5 -0.466
C -4.006 0.639 -0.464 0.0 0.0 0.3 -0.659
C -3.472 1.742 0.450 0.1 -0.1 -0.1 -1.014
C -2.211 1.348 1.221 -0.3 0.2 0.1 -0.794
C -1.044 1.112 0.335 0.8 -0.5 0.5 0.647
N -0.955 1.468 -0.892 -1.4 0.5 0.2 -0.026
N 0.202 1.173 -1.474 1.5 -0.3 -0.9 -0.833
C 1.027 0.577 -0.681 -0.5 -0.1 1.0 0.368
N 2.281 0.184 -1.061 0.4 -0.1 -0.3 -0.052
C 3.162 -0.426 -0.206 0.1 0.1 -0.5 0.707
O 2.915 -0.687 0.942 0.1 -0.1 0.3 -0.632
O 4.308 -0.686 -0.846 -0.2 0.2 -0.2 -0.456
C 5.344 -1.291 -0.065 0.3 -0.2 0.4 -0.198
C 6.091 -0.260 0.767 -0.3 -0.1 -0.3 -1.076
S 0.416 0.310 0.933 -0.5 0.4 -0.7 -0.174
H -6.152 -3.522 -0.588 -0.1 -0.1 0.0 0.390
H -6.401 -2.542 0.858 -0.1 0.0 0.1 0.318
H -4.850 -3.336 0.587 0.1 -0.1 0.1 0.322
H -6.018 -1.109 -1.151 0.0 0.0 -0.1 0.323
H -4.464 -1.898 -1.418 0.0 0.0 -0.1 0.324
H -5.221 -0.284 1.056 0.0 0.0 0.1 0.269
H -3.672 -1.089 0.790 0.0 0.0 0.1 0.276
H -4.834 1.052 -1.045 0.0 0.0 -0.1 0.416
H -3.224 0.352 -1.167 -0.1 0.0 -0.1 0.316
H -3.242 2.616 -0.159 0.0 0.1 0.1 0.368
H -4.244 2.017 1.172 0.0 0.1 0.0 0.419
H -2.387 0.454 1.822 0.0 0.0 0.1 0.341
H -1.948 2.153 1.915 0.0 -0.1 0.1 0.435
H 2.558 0.373 -2.013 0.0 0.0 0.1 0.254
H 4.900 -2.053 0.584 0.1 0.1 -0.2 0.312
H 6.002 -1.762 -0.797 -0.1 0.0 0.1 0.293
H 6.491 0.523 0.128 0.1 0.1 0.0 0.302
H 6.910 -0.743 1.293 0.1 0.0 0.1 0.352
H 5.420 0.186 1.497 0.0 0.0 0.1 0.307

# 7
39
Properties=species:S:1:pos:R:3:forces:R:3:mulliken_charge:R:1 method="wB97M-V/def2-TZVPD" de_lowest_kcal_mol=0.00 smiles="CNC(=O)[C@H](C[S-])NC(=O)[C@@H](CCC(N)=O)NC(C)=O" lumo_ev=3.16 gap_ev=7.75 e_tot_ha=-1348.88106 homo_energy_ev=-4.58 total_charge=-1
C -1.804 -3.245 0.632 -0.7 -0.1 -0.6 -1.060
N -1.552 -1.890 0.200 0.3 1.0 0.5 0.058
C -1.040 -1.514 -0.984 0.5 -0.9 -0.7 0.208
O -0.984 -2.300 -1.939 0.4 1.0 0.4 -0.726
C -0.524 -0.019 -1.069 -0.8 -0.2 0.0 0.176
C 0.777 0.266 -1.867 0.4 -0.1 -1.3 -0.546
S 2.269 0.801 -0.930 0.4 0.1 -0.4 -0.510
N -0.252 0.636 0.165 -1.0 0.4 2.5 0.280
C -0.975 0.920 1.256 -1.4 -0.2 -0.3 0.307
O -2.167 0.587 1.401 0.7 0.2 0.2 -0.818
C -0.286 1.724 2.386 1.4 0.4 -1.0 0.079
C 0.253 0.813 3.501 -0.4 -0.5 0.6 -1.075
C 1.527 -0.001 3.212 0.1 0.4 -1.2 -0.674
C 1.193 -1.285 2.440 -0.3 0.3 0.3 0.450
N 1.663 -1.443 1.217 0.9 -0.3 -0.9 -0.237
O 0.459 -2.139 2.890 -0.9 -0.7 1.5 -0.682
N 0.833 2.503 1.751 -1.2 -0.5 0.7 0.213
C 1.140 3.769 2.031 -0.5 1.2 1.1 0.731
C 2.112 4.456 1.117 1.5 -2.2 0.3 -0.899
O 0.668 4.403 2.979 -0.1 -0.4 -0.2 -0.733
H -2.865 -3.509 0.569 0.0 0.0 -0.3 0.331
H -1.560 -3.336 1.668 0.5 0.0 0.7 0.342
H -1.227 -3.965 0.050 0.0 0.2 -0.1 0.358
H -1.747 -1.120 0.845 0.0 -0.5 0.0 0.165
H -1.365 0.523 -1.527 0.1 -0.2 -0.2 0.360
H 0.561 1.090 -2.560 0.0 -0.3 0.1 0.291
H 1.051 -0.592 -2.493 -0.3 0.1 0.2 0.373
H 0.728 0.888 0.238 0.4 -0.3 -0.5 -0.890
H -1.039 2.421 2.793 0.4 -0.3 -0.2 0.492
H -0.529 0.081 3.736 -0.1 0.1 0.0 0.450
H 0.395 1.382 4.430 0.0 0.2 -0.4 0.481
H 2.243 0.593 2.611 -0.3 -0.2 0.4 0.328
H 2.007 -0.245 4.156 0.0 -0.2 0.0 0.421
H 1.312 -2.238 0.694 0.1 0.2 0.2 0.262
H 2.083 -0.700 0.678 0.4 0.4 -0.4 0.082
H 1.282 2.107 0.945 0.4 0.1 -0.4 -0.101
H 1.611 5.241 0.631 -0.5 1.1 -0.6 0.268
H 2.945 4.803 1.747 -0.4 0.2 -0.3 0.286
H 2.515 3.717 0.391 -0.2 0.6 0.1 0.160

# 8
33
Properties=species:S:1:pos:R:3:forces:R:3:mulliken_charge:R:1 method="wB97M-V/def2-TZVPD" de_lowest_kcal_mol=48.32 smiles="C=C[C@@H]1OC(CCCCC)=N[C@H]1CO" lumo_ev=0.92 gap_ev=10.13 e_tot_ha=-635.72961 homo_energy_ev=-9.21 total_charge=0
C -3.545 2.259 0.492 1.6 -0.6 0.0 -0.880
C -2.235 1.890 0.582 -3.4 1.1 -0.6 -0.328
C -1.330 2.127 -0.554 -0.1 -0.3 0.9 0.346
O -1.090 0.829 -1.134 0.7 -0.7 -0.7 -0.346
C 0.246 0.582 -1.010 1.3 3.6 1.7 0.414
C 0.821 -0.742 -1.407 -0.4 0.1 -0.1 -0.663
C 0.709 -1.729 -0.251 0.8 -1.2 0.1 -0.676
C 1.228 -3.196 -0.557 -0.9 0.6 1.0 -0.552
C 0.901 -4.132 0.635 0.6 0.6 0.4 -0.504
C 1.640 -3.782 1.947 0.0 -0.8 -0.6 -1.131
N 0.933 1.575 -0.455 -0.3 -2.9 -1.1 -0.743
C 0.031 2.645 -0.075 -0.1 -0.5 -0.8 0.156
C 0.398 3.959 -0.760 0.6 0.4 1.7 -0.777
O -0.591 4.962 -0.493 0.0 -0.1 -0.5 -0.516
H -4.209 2.114 1.334 -0.1 0.0 -0.1 0.285
H -3.981 2.643 -0.449 0.4 0.0 0.7 0.252
H -1.863 1.396 1.454 0.3 -0.1 0.5 0.344
H -1.785 2.803 -1.261 -0.2 0.0 -0.5 0.354
H 0.278 -1.129 -2.267 0.0 0.0 -0.1 0.364
H 1.861 -0.594 -1.686 0.0 0.1 0.0 0.325
H -0.328 -1.800 0.080 -0.1 0.0 0.0 0.365
H 1.291 -1.340 0.598 -0.2 -0.1 -0.3 0.257
H 0.791 -3.634 -1.465 -0.1 0.4 0.1 0.351
H 2.304 -3.211 -0.682 0.3 0.2 -0.2 0.300
H 1.143 -5.148 0.352 0.0 -0.3 0.0 0.348
H -0.144 -4.111 0.905 -0.6 0.0 -0.4 0.324
H 1.417 -2.776 2.253 0.2 0.6 0.0 0.325
H 1.271 -4.404 2.767 0.2 -0.2 -0.1 0.349
H 2.718 -3.954 1.822 -0.2 0.3 0.2 0.281
H 0.026 2.761 1.029 0.1 0.1 -0.5 0.390
H 0.515 3.823 -1.825 -0.4 0.1 -0.3 0.338
H 1.382 4.290 -0.369 -0.3 -0.1 -0.2 0.322
H -0.803 5.021 0.449 0.3 -0.2 -0.2 0.329